{"formula": "C2H2S3", "method": "ωB97M-V/def2-TZVPD", "gap_ev": 8.789, "multiplicity": 1, "de_lowest_kj_mol": 0.0, "charge": 0, "elements": ["C", "C", "S", "S", "S", "H", "H"], "coordinates": [[-2.76511, 0.01490, -0.08286], [-0.38074, 0.01675, -0.02077], [-4.35144, -0.03188, 0.00758], [-1.56174, 1.37211, 0.02176], [-1.61318, -1.34000, 0.01658], [0.24105, -0.11065, -0.86404], [0.41059, -0.12846, 0.84919]], "forces_ev_per_angstrom": [[1.1, 0.0, 0.9], [1.7, -1.5, 2.6], [-0.4, 0.2, -0.3], [-0.5, -0.9, -0.3], [-0.2, 1.0, -0.2], [0.3, 0.4, -1.4], [-2.0, 0.8, -1.2]], "nbo_charge": [-0.505, -0.688, 0.076, 0.329, 0.322, 0.226, 0.241]}